# 1
Formula: C3H8N4O
Source: the OMol25 dataset
Level of theory: ωB97M-V/def2-TZVPD

Geometry as XYZ:
```
16
Properties=species:S:1:pos:R:3:forces:R:3
H -0.577 2.580 0.502 -0.09 -0.15 -0.09
N 0.328 2.120 0.475 0.11 0.33 -0.70
C 0.339 1.099 -0.267 -0.10 -4.05 1.44
N 1.338 0.112 -0.183 2.28 1.25 0.57
C 2.035 -0.176 1.059 0.77 0.09 -0.39
C -0.675 -0.008 -0.622 -2.87 1.95 -0.35
O -0.820 -0.350 -1.952 -0.03 -0.20 0.40
N -1.377 -0.486 0.324 0.45 1.28 -0.62
N -2.411 -1.350 0.067 -0.14 -0.95 -0.45
H 1.448 -0.567 -0.919 -0.34 0.13 0.13
H 3.116 -0.146 0.875 -0.10 -0.11 0.36
H 1.793 0.560 1.815 -0.10 0.26 -0.11
H 1.749 -1.156 1.455 0.00 -0.02 -0.21
H -0.376 0.313 -2.492 -0.09 -0.01 -0.03
H -3.146 -1.220 0.750 0.21 0.06 -0.12
H -2.764 -1.325 -0.887 0.04 0.12 0.17
```
Forces are in eV/Å.

- HOMO (eV) = -7.7
- frontier orbital gap (Eh) = 0.3002
- F_max (hartree/bohr) = 0.0836

Atomic partial charges in e from the natural (NBO) method, atoms 1 to 5: atom 1 (H): 0.3567, atom 2 (N): -0.6423, atom 3 (C): 0.3498, atom 4 (N): -0.6022, atom 5 (C): -0.4214

# 2
Formula: C3H8N4O
Source: the OMol25 dataset
Level of theory: ωB97M-V/def2-TZVPD

Geometry as XYZ:
```
16
Properties=species:S:1:pos:R:3:forces:R:3
C -0.037 0.686 1.760 2.94 2.79 1.77
C -1.025 -1.071 -1.188 -2.46 4.14 0.63
C 1.416 1.045 -0.162 3.49 1.55 3.73
H 0.321 1.754 1.879 -1.46 -0.57 -0.08
H -1.103 0.552 2.022 0.90 -0.24 -0.34
H 0.862 0.473 2.743 -2.51 -0.97 -3.40
H -2.409 -2.955 -1.369 4.86 3.27 1.38
H -0.569 -3.156 -0.916 -1.41 2.37 0.05
H -1.373 0.792 -1.908 -1.36 -3.49 0.71
H 1.822 0.664 -1.081 -0.45 0.21 -0.73
H 2.888 2.227 0.193 -0.47 -0.83 0.79
N 0.262 0.564 0.300 -2.37 -0.29 1.27
N -1.309 -2.374 -0.946 -2.83 -5.80 -1.27
N -1.786 -0.277 -1.873 2.81 1.80 -0.31
N 2.148 1.726 0.742 -0.79 -0.05 -3.69
O -0.108 -0.651 -0.195 1.09 -3.89 -0.52
```
Forces are in eV/Å.

- HOMO (eV) = -8.9
- frontier orbital gap (Eh) = 0.3457
- F_max (hartree/bohr) = 0.1279

Atomic partial charges in e from the natural (NBO) method, atoms 1 to 5: atom 1 (C): -0.4792, atom 2 (C): 0.6578, atom 3 (C): 0.2446, atom 4 (H): 0.2598, atom 5 (H): 0.2287

# 3
Formula: C3H8N4O
Source: the OMol25 dataset
Level of theory: ωB97M-V/def2-TZVPD

Geometry as XYZ:
```
16
Properties=species:S:1:pos:R:3:forces:R:3
N -2.025 -1.418 0.397 -0.77 0.08 -0.42
N -0.668 -1.330 0.090 0.54 1.07 -0.33
C -0.285 -0.119 -0.142 2.22 -1.25 0.81
N -1.064 1.005 -0.144 -0.81 -1.11 -0.41
N -0.566 2.203 0.346 -0.96 1.27 -0.52
C 1.231 0.121 -0.316 -1.82 -0.60 -0.80
C 2.165 -0.993 -0.133 -0.25 0.46 0.12
O 2.048 0.055 0.820 0.09 0.90 0.76
H -2.311 -2.387 0.338 0.24 -0.11 0.18
H -2.540 -0.961 -0.351 -0.38 -0.02 0.02
H -1.975 0.811 0.223 -0.35 0.11 0.41
H -0.502 2.843 -0.427 0.04 0.34 -0.18
H 0.338 2.114 0.714 1.37 -0.39 0.90
H 1.360 0.916 -1.033 0.79 0.25 -0.09
H 1.657 -1.864 0.242 0.41 -0.68 -0.32
H 3.136 -0.998 -0.623 -0.36 -0.33 -0.12
```
Forces are in eV/Å.

- HOMO (eV) = -8.3
- frontier orbital gap (Eh) = 0.3449
- F_max (hartree/bohr) = 0.0519

Atomic partial charges in e from the natural (NBO) method, atoms 1 to 5: atom 1 (N): -0.6676, atom 2 (N): -0.3255, atom 3 (C): 0.3323, atom 4 (N): -0.4697, atom 5 (N): -0.6323

# 4
Formula: C3H8N4O
Source: the OMol25 dataset
Level of theory: ωB97M-V/def2-TZVPD

Geometry as XYZ:
```
16
Properties=species:S:1:pos:R:3:forces:R:3
H 2.405 -2.856 -0.082 -1.28 1.93 0.61
N 1.739 -2.045 0.171 0.65 -1.71 -0.25
C 1.562 -1.304 -0.839 1.17 0.63 -2.18
N 0.778 -0.189 -0.988 -1.03 -0.18 -0.12
C -0.175 0.213 -0.004 -0.38 -0.40 -1.10
N -0.965 -0.493 0.725 0.72 0.95 -0.26
O -1.043 -1.836 0.468 0.58 -1.04 -0.05
N -0.426 1.578 -0.086 0.85 -1.27 0.15
C -1.474 1.952 0.763 -2.73 2.91 -0.11
H 2.135 -1.353 -1.791 -0.08 -0.71 0.51
H 0.615 0.144 -1.989 0.36 -0.51 2.27
H -0.146 -2.222 0.616 -0.18 0.22 -0.13
H 0.366 2.149 0.130 0.80 0.12 -0.32
H -1.316 1.882 1.823 0.57 0.02 0.61
H -1.681 3.032 0.467 -0.15 -1.16 0.76
H -2.373 1.350 0.616 0.16 0.21 -0.41
```
Forces are in eV/Å.

- HOMO (eV) = -8.8
- frontier orbital gap (Eh) = 0.3451
- F_max (hartree/bohr) = 0.0777

Atomic partial charges in e from the natural (NBO) method, atoms 1 to 5: atom 1 (H): 0.3701, atom 2 (N): -0.7484, atom 3 (C): 0.3070, atom 4 (N): -0.6439, atom 5 (C): 0.4773

# 5
Formula: C3H8N4O
Source: the OMol25 dataset
Level of theory: ωB97M-V/def2-TZVPD

Geometry as XYZ:
```
16
Properties=species:S:1:pos:R:3:forces:R:3
N -2.777 0.319 0.125 1.39 1.33 5.72
N -1.751 -0.672 0.034 -3.71 -3.16 -5.94
C -0.487 -0.242 -0.219 2.11 1.19 1.31
N -0.226 1.017 -0.168 0.01 -1.15 0.07
N 1.109 1.457 -0.023 0.41 -0.28 0.30
C 2.085 0.344 -0.194 0.59 0.53 1.77
C 1.602 -0.941 0.352 2.32 0.02 1.62
O 0.400 -1.302 -0.137 -2.51 -0.78 -1.91
H -2.560 0.588 1.304 -1.49 -0.59 -4.19
H -2.398 1.180 -0.265 0.06 0.15 -0.37
H -2.151 -1.227 -1.019 1.86 1.32 4.14
H 1.061 1.971 0.868 0.77 -0.47 -0.58
H 3.046 0.275 0.455 -0.97 1.88 -1.72
H 2.154 0.202 -1.252 0.95 0.25 -0.75
H 1.452 -0.733 1.422 0.46 -0.62 0.27
H 2.510 -1.650 0.175 -2.27 0.37 0.28
```
Forces are in eV/Å.

- HOMO (eV) = -8.5
- frontier orbital gap (Eh) = 0.3400
- F_max (hartree/bohr) = 0.1494

Atomic partial charges in e from the natural (NBO) method, atoms 1 to 5: atom 1 (N): -0.6136, atom 2 (N): -0.4354, atom 3 (C): 0.5778, atom 4 (N): -0.3904, atom 5 (N): -0.4641

# 6
Formula: C3H8N4O
Source: the OMol25 dataset
Level of theory: ωB97M-V/def2-TZVPD

Geometry as XYZ:
```
16
Properties=species:S:1:pos:R:3:forces:R:3
N 0.251 -1.260 1.328 -0.26 -4.74 5.03
N 0.202 -1.987 0.190 0.06 1.45 0.28
C 0.438 -1.214 -0.784 1.28 -6.10 -4.28
C 0.916 0.094 -0.885 5.01 3.97 -0.37
O -0.001 0.702 -1.798 -1.83 0.97 2.33
C -1.167 0.559 -0.960 -1.13 -1.12 -1.82
N -1.421 1.056 0.180 0.18 -1.44 1.14
N -0.362 1.486 1.041 -0.09 3.04 -0.92
H 0.096 -2.081 2.218 0.14 4.33 -3.24
H -0.065 -0.281 1.283 0.02 -1.00 0.98
H 0.492 -1.779 -1.786 -0.41 0.81 1.35
H 0.958 0.565 0.152 0.36 -0.28 -2.09
H 2.109 0.359 -1.426 -3.46 -1.46 1.60
H -1.875 -0.319 -1.345 0.99 2.74 0.44
H 0.061 2.332 0.590 -0.03 -0.93 0.78
H -0.633 1.769 2.001 -0.83 -0.23 -1.21
```
Forces are in eV/Å.

- HOMO (eV) = -8.2
- frontier orbital gap (Eh) = 0.3225
- F_max (hartree/bohr) = 0.1470

Atomic partial charges in e from the natural (NBO) method, atoms 1 to 5: atom 1 (N): -0.7103, atom 2 (N): -0.1765, atom 3 (C): -0.0868, atom 4 (C): -0.1724, atom 5 (O): -0.5335

# 7
Formula: C3H8N4O2
Source: the OMol25 dataset
Level of theory: ωB97M-V/def2-TZVPD

Geometry as XYZ:
```
17
Properties=species:S:1:pos:R:3:forces:R:3
N -3.011 0.179 -0.528 0.78 -6.35 -1.05
C -1.690 0.082 0.051 -2.62 3.02 -2.15
N -1.145 1.353 0.186 2.76 -4.64 4.98
N -1.192 -1.047 0.267 1.49 -1.46 1.31
N 0.151 -0.886 0.780 0.96 -1.88 2.44
C 1.206 -0.948 -0.229 -1.42 -2.21 -1.46
C 2.166 0.208 -0.052 -2.42 0.66 2.16
O 1.901 1.235 0.541 0.08 -0.10 -0.48
O 3.311 -0.075 -0.517 5.82 1.83 -0.94
H -3.525 0.856 -0.102 -1.79 2.25 1.45
H -3.603 -0.854 -0.521 2.59 4.02 0.15
H -1.171 2.101 -0.333 -1.84 4.24 -4.25
H -0.185 1.441 0.586 -0.99 -1.18 0.05
H 0.356 -1.584 1.663 -1.01 2.15 -3.35
H 1.792 -2.084 -0.164 -1.45 3.43 -0.85
H 0.617 -0.695 -1.301 1.83 -1.22 2.59
H 4.022 0.716 -0.327 -2.77 -2.56 -0.60
```
Forces are in eV/Å.

- HOMO (eV) = -8.2
- frontier orbital gap (Eh) = 0.3215
- F_max (hartree/bohr) = 0.1428

Atomic partial charges in e from the natural (NBO) method, atoms 1 to 5: atom 1 (N): -0.8246, atom 2 (C): 0.5801, atom 3 (N): -0.8712, atom 4 (N): -0.4114, atom 5 (N): -0.5296

# 8
Formula: C3H8N4O2
Source: the OMol25 dataset
Level of theory: ωB97M-V/def2-TZVPD

Geometry as XYZ:
```
17
Properties=species:S:1:pos:R:3:forces:R:3
C -0.196 0.127 -0.507 1.84 1.06 -1.25
C 1.492 1.884 -0.571 0.43 1.27 -1.16
C -0.551 -1.184 1.484 2.68 0.47 0.27
N -0.843 -0.734 0.162 -2.41 -3.50 -2.42
N 2.637 4.814 2.213 -0.45 -3.33 2.30
N 0.966 2.344 -1.681 -1.69 -0.21 -0.53
N 0.928 0.738 -0.082 1.29 -1.68 1.81
O 2.698 5.378 1.280 0.29 1.88 -1.68
O 2.541 4.081 3.065 0.27 1.50 -0.63
H -0.465 0.385 -1.537 -0.54 -0.42 0.51
H 0.050 -2.083 1.498 0.32 -0.21 -0.31
H -0.010 -0.400 2.004 0.14 0.06 0.03
H -1.366 -1.392 2.065 -2.60 -0.39 0.95
H -1.408 -1.440 -0.485 0.86 2.16 1.96
H 1.341 3.191 -2.048 0.38 0.44 -0.21
H 0.105 2.053 -2.231 1.42 0.24 0.95
H 1.661 0.251 0.526 -2.21 0.66 -0.60
```
Forces are in eV/Å.

- HOMO (eV) = -16.3
- frontier orbital gap (Eh) = 0.2187
- charge = +2
- F_max (hartree/bohr) = 0.0951

Atomic partial charges in e from the natural (NBO) method, atoms 1 to 5: atom 1 (C): 0.4136, atom 2 (C): 0.1932, atom 3 (C): -0.4434, atom 4 (N): -0.4348, atom 5 (N): 0.8508

# 9
Formula: C3H8N4O2
Source: the OMol25 dataset
Level of theory: ωB97M-V/def2-TZVPD

Geometry as XYZ:
```
17
Properties=species:S:1:pos:R:3:forces:R:3
C 1.220 -0.793 0.099 0.57 4.74 -4.20
C 1.439 0.382 -0.985 -7.27 -5.59 7.87
C -0.745 0.535 0.151 2.79 -1.29 -0.90
N -0.029 -0.663 0.605 -1.26 0.46 0.73
N -0.951 1.571 0.930 1.44 0.94 1.64
N 2.023 -1.758 0.329 0.49 -2.55 1.54
N -1.942 0.117 -0.605 -0.25 4.38 1.10
O 2.400 0.525 -1.553 9.39 1.27 -5.28
O 0.344 0.980 -1.068 -4.44 1.83 0.08
H -0.052 -1.136 1.529 -0.99 1.35 -0.22
H -1.536 2.349 0.740 -1.39 0.32 -0.75
H -0.106 2.028 1.315 -0.28 -1.00 0.26
H 2.916 -1.835 -0.084 1.03 -0.25 -0.27
H 1.666 -2.473 0.957 0.73 -0.30 -0.27
H -2.583 -0.147 0.116 -1.39 -0.58 0.24
H -1.759 -0.550 -1.244 1.03 -3.88 -2.38
H -2.305 0.868 -1.231 -0.20 0.14 0.82
```
Forces are in eV/Å.

- HOMO (spin up / spin down) (eV) = -15.0 / -19.6
- multiplicity = 3
- frontier orbital gap (spin up / spin down) (Eh) = 0.2723 / 0.2548
- charge = +2
- F_max (hartree/bohr) = 0.2350

Atomic partial charges in e from the natural (NBO) method, atoms 1 to 5: atom 1 (C): 0.3344, atom 2 (C): 0.6329, atom 3 (C): 0.7279, atom 4 (N): -0.6573, atom 5 (N): -0.7770

# 10
Formula: C3H8N4S
Source: the OMol25 dataset
Level of theory: ωB97M-V/def2-TZVPD

Geometry as XYZ:
```
16
Properties=species:S:1:pos:R:3:forces:R:3
C -1.898 0.434 1.511 0.64 0.03 -0.36
N -2.149 1.259 0.578 0.51 -0.20 0.07
S -0.954 1.768 -0.533 -0.19 -0.18 0.32
C 0.462 0.738 -0.207 -0.06 0.06 -0.09
N 1.452 1.274 0.407 -0.46 -0.02 -0.03
N 2.545 0.418 0.553 -0.14 -0.46 -0.91
N 0.488 -0.568 -0.686 0.35 0.28 0.47
C -0.642 -1.204 -1.323 -0.48 0.55 -0.86
H -2.713 0.189 2.180 -0.03 -0.07 0.10
H -0.898 -0.038 1.684 -0.74 0.37 -0.10
H 3.322 0.983 0.839 0.31 0.20 0.13
H 2.761 0.001 -0.374 0.02 0.11 0.67
H 1.016 -1.156 -0.052 0.04 -0.12 -0.08
H -0.359 -2.221 -1.577 -0.06 -0.11 0.10
H -1.562 -1.192 -0.726 0.15 -0.14 0.02
H -0.872 -0.684 -2.276 0.14 -0.31 0.56
```
Forces are in eV/Å.

- HOMO (eV) = -8.5
- frontier orbital gap (Eh) = 0.3428
- F_max (hartree/bohr) = 0.0219

Atomic partial charges in e from the natural (NBO) method, atoms 1 to 5: atom 1 (C): -0.0972, atom 2 (N): -0.5325, atom 3 (S): 0.4415, atom 4 (C): 0.1646, atom 5 (N): -0.2871

Q: The lowest F_max belongs to which entry?
A: C3H8N4S